# 1
DFT (ωB97M-V/def2-TZVPD) results for a structure of composition C36H31N11O5Ti.

Atoms and positions in Å:
Ti1 -0.0556 -0.1975 -1.5674
O1 0.5319 2.6868 0.6794
C1 0.9606 1.8766 -0.0971
O2 0.7025 0.5601 -0.0452
C2 1.9317 2.2764 -1.2165
C3 2.7612 1.0678 -1.6793
C4 3.8821 1.4972 -2.6192
C5 3.1125 1.7840 -3.9412
C6 1.6732 1.5504 -3.5127
O3 1.8081 0.4094 -2.5933
C7 1.1943 2.6754 -2.5647
C8 -0.3297 2.6199 -2.5517
O4 -0.9799 3.5257 -3.0051
O5 -0.8162 1.4677 -2.1179
H1 2.5377 3.0878 -0.8317
H2 3.0431 0.3888 -0.8888
H3 4.6100 0.6950 -2.7469
H4 4.4036 2.3727 -2.2333
H5 3.3970 1.0873 -4.7281
H6 3.2532 2.7998 -4.3096
H7 0.9823 1.3110 -4.3100
H8 1.4836 3.6551 -2.9212
C9 -0.5694 -1.7455 -5.5537
C10 0.0894 -1.4427 -4.4173
N1 -0.5776 -1.0514 -3.2763
C11 -1.9658 -1.0652 -3.3483
C12 -2.5871 -1.4128 -4.5664
N2 -1.9411 -1.7260 -5.6534
C13 -2.6516 -0.7785 -2.1369
C14 -4.0191 -0.5079 -2.0315
C15 -4.5863 -0.2324 -0.8203
C16 -3.7504 -0.2963 0.3400
C17 -2.4357 -0.5786 0.2381
N3 -1.8299 -0.7664 -1.0019
C18 -1.6389 -0.7877 1.4696
C19 -1.9198 -0.1066 2.6618
N4 -1.3216 -0.4060 3.8068
C20 -0.3995 -1.3685 3.7699
C21 -0.0254 -1.9435 2.5725
N5 -0.6470 -1.6585 1.4283
C22 -6.0258 0.1081 -0.7090
C23 -6.6713 0.8568 -1.6883
C24 -8.0188 1.1490 -1.5440
N6 -8.7600 0.7506 -0.5052
C25 -8.1331 0.0358 0.4330
C26 -6.7895 -0.2998 0.3792
H9 -0.0229 -2.0290 -6.4450
H10 1.1639 -1.5062 -4.3468
H11 -3.6708 -1.4527 -4.6213
H12 -4.6333 -0.5170 -2.9234
H13 -4.1766 -0.1317 1.3209
H14 -2.6057 0.7325 2.6672
H15 0.0515 -1.6636 4.7115
H16 0.7942 -2.6568 2.5246
H17 -6.1232 1.2320 -2.5453
H18 -8.5341 1.7347 -2.2994
H19 -8.7447 -0.2943 1.2669
H20 -6.3539 -0.9025 1.1669
N7 2.0390 -2.5600 -1.8454
N8 0.9337 -2.0883 -1.0660
H21 2.4104 -3.3927 -1.4128
H22 2.7535 -1.8515 -1.7828
H23 1.2174 -1.9400 -0.1029
H24 0.2168 -2.7924 -1.0613
N9 3.4514 2.2331 9.0486
C27 3.4497 1.7398 8.0098
C28 3.4593 1.1143 6.6998
C29 2.2684 0.9012 6.0179
C30 2.2810 0.2925 4.7740
C31 3.4877 -0.0984 4.2146
C32 4.6804 0.1190 4.8849
C33 4.6658 0.7214 6.1309
N10 3.4980 -0.7375 2.9374
C34 4.3403 -1.7584 2.5226
C35 3.9579 -2.0506 1.2501
N11 2.9095 -1.2271 0.8635
C36 2.6691 -0.4572 1.8946
H25 1.3294 1.2024 6.4665
H26 1.3507 0.1064 4.2489
H27 5.6191 -0.1694 4.4299
H28 5.5916 0.8976 6.6640
H29 5.0861 -2.1912 3.1710
H30 4.3649 -2.8016 0.5879
H31 1.9125 0.3196 1.9323

Output
Max |F| in eV/Å: 1.93
E_tot in hartree: -3218.561456
Total charge: 0
Relative energy (zero: lowest compared OMol25 entry of this formula, charge and spin) in kcal per mole: 11.04
HOMO (alpha / beta) in eV: -5.94 / -5.88

---

# 2
DFT (ωB97M-V/def2-TZVPD) results for a cluster of 9 separate species, C24H69N3O15 in total.

Atoms and positions in Å:
C1 -16.7344 16.4706 8.2721
C2 -15.9420 15.4787 9.1190
C3 -15.3236 16.0283 10.4519
O1 -14.6790 17.3260 10.2297
C4 -13.5724 17.2735 9.3758
N1 -16.8123 14.3864 9.5717
H1 -16.0200 17.0103 7.6504
H2 -17.2755 17.2174 8.8531
H3 -17.3787 16.0181 7.5182
H4 -15.2464 14.9254 8.4881
H5 -14.6574 15.3209 10.9457
H6 -16.1148 16.2681 11.1622
H7 -12.7838 16.6605 9.8123
H8 -13.1622 18.2821 9.3233
H9 -13.7585 16.9566 8.3496
H10 -17.4834 14.3310 8.8190
H11 -17.3397 14.6040 10.4051
C5 -6.9616 10.7655 12.3845
C6 -7.6994 9.4448 12.2942
C7 -9.1500 9.3999 12.8491
O2 -9.0954 9.3907 14.2921
C8 -10.3702 9.7530 14.8333
N2 -7.8291 9.0549 10.8782
H12 -6.1592 10.9447 11.6689
H13 -6.5459 11.0124 13.3614
H14 -7.6724 11.5329 12.0783
H15 -7.1073 8.6623 12.7689
H16 -9.6852 8.4990 12.5490
H17 -9.7622 10.1964 12.4261
H18 -10.3514 10.0868 15.8708
H19 -10.9250 8.8214 14.9443
H20 -10.9421 10.5414 14.3440
H21 -7.0960 9.4955 10.3411
H22 -8.6789 9.4667 10.5199
C9 -7.9906 13.0647 15.7585
C10 -9.4147 13.6931 15.5613
C11 -10.2723 13.6689 16.8775
O3 -10.6475 12.2864 17.1815
C12 -11.4335 12.2017 18.3372
N3 -9.2927 15.1150 15.1512
H23 -7.3767 13.2043 14.8688
H24 -8.1839 11.9969 15.6553
H25 -7.3365 13.2513 16.6102
H26 -9.9565 13.1745 14.7703
H27 -11.1425 14.3014 16.7018
H28 -9.7047 14.1411 17.6793
H29 -12.3585 12.7781 18.3201
H30 -10.8590 12.4780 19.2213
H31 -11.7601 11.1724 18.4852
H32 -8.8444 15.1383 14.2465
H33 -10.0768 15.7436 15.2514
C13 -11.8074 12.7395 11.7941
C14 -11.1758 14.1498 11.6741
O4 -9.9454 14.1799 10.9187
O5 -12.5711 12.3307 10.6750
H34 -12.4979 12.7219 12.6373
H35 -10.9502 12.1079 12.0274
H36 -10.9370 14.5974 12.6389
H37 -11.9256 14.8049 11.2304
H38 -10.1343 14.2616 9.9810
H39 -13.4748 12.1331 10.9316
C15 -13.9484 11.8489 15.3646
C16 -14.6128 10.5318 15.7862
O6 -13.7504 9.6855 16.5354
O7 -14.7604 12.7743 14.7668
H40 -13.2873 11.5573 14.5484
H41 -13.3340 12.3726 16.0970
H42 -14.9550 10.0601 14.8651
H43 -15.5850 10.6979 16.2503
H44 -14.0603 9.6633 17.4437
H45 -15.5859 12.9080 15.2382
C17 -7.4410 16.5247 12.5231
C18 -5.9939 16.9139 13.0314
O8 -5.0570 16.2689 12.2284
O9 -7.5130 15.0933 12.3869
H46 -7.5412 16.9352 11.5183
H47 -8.2328 16.9968 13.1048
H48 -5.8814 16.6415 14.0808
H49 -5.9062 17.9957 12.9305
H50 -5.3124 15.3439 12.2021
H51 -8.2375 14.8860 11.7921
C19 -9.6426 10.6100 8.5253
C20 -11.0003 10.2111 7.9397
O10 -11.9451 11.2799 7.9811
O11 -9.7469 11.0414 9.8809
H52 -9.2476 11.3338 7.8124
H53 -9.0722 9.6819 8.4882
H54 -11.4268 9.3933 8.5206
H55 -10.9438 9.8210 6.9235
H56 -12.1722 11.5177 8.8831
H57 -10.2906 11.8271 9.9736
C21 -17.5363 11.5385 12.2858
C22 -16.1540 12.0620 11.7580
O12 -15.0344 11.5258 12.4183
O13 -17.5305 10.2308 11.7947
H58 -18.3909 12.1809 12.0734
H59 -17.5095 11.6632 13.3683
H60 -16.2071 13.1299 11.9699
H61 -16.0502 11.9668 10.6771
H62 -14.7656 12.0400 13.1831
H63 -16.6303 9.9380 11.9549
C23 -10.1596 15.6289 7.1191
C24 -10.9614 14.9523 6.0335
O14 -12.2307 15.6143 5.9582
O15 -10.8849 15.4689 8.3263
H64 -10.1972 16.7117 6.9999
H65 -9.1402 15.2432 7.1105
H66 -11.1001 13.8979 6.2723
H67 -10.4212 15.0511 5.0919
H68 -12.8845 14.9322 5.7884
H69 -11.7878 15.7601 8.1796

Output
Max |F| in eV/Å: 3.18
E_tot in hartree: -2248.447717
Total charge: 0
SMILES: COC[C@H](C)N.COC[C@H](C)N.COC[C@H](C)N.OCCO.OCCO.OCCO.OCCO.OCCO.OCCO
Relative energy (zero: lowest compared OMol25 entry of this formula, charge and spin) in kcal per mole: 46.94
HOMO in eV: -8.61

---

# 3
DFT (ωB97M-V/def2-TZVPD) results for a structure of composition C5H12S.

Atoms and positions in Å:
C1 -1.6354 -0.2352 0.2437
C2 -0.0793 -0.1397 -0.0060
C3 0.4812 -1.4152 0.7013
C4 0.4100 1.1527 0.7320
C5 0.1334 0.1125 -1.5345
H1 -2.0420 -0.4522 1.1957
H2 -2.0537 0.6327 -0.1798
H3 -1.9641 -1.0577 -0.5277
H4 0.0240 -1.2032 1.6599
H5 1.7394 -1.8215 0.9761
H6 0.1600 -2.4292 0.3463
H7 0.4827 2.0945 -0.4199
H8 1.4547 1.0843 1.0718
H9 -0.4169 1.6912 1.7233
H10 -0.5239 1.1924 -1.4778
H11 -0.2639 -0.6941 -1.9558
H12 2.2892 1.2886 -0.7071
S1 1.8045 0.1993 -1.8413

Output
Max |F| in eV/Å: 7.67
E_tot in hartree: -595.668104
Total charge: 0
Relative energy (zero: lowest compared OMol25 entry of this formula, charge and spin) in kcal per mole: 134.24
HOMO in eV: -8.77

---

# 4
DFT (ωB97M-V/def2-TZVPD) results for an isolated molecule of C24H24FN7.

Atoms and positions in Å:
F1 -8.2788 -0.0493 -0.3941
C1 -7.0785 0.5614 -0.2741
C2 -5.9391 -0.2163 -0.2492
C3 -4.6993 0.4073 -0.1254
C4 -4.6466 1.7987 -0.0293
C5 -5.8026 2.5536 -0.0565
C6 -7.0389 1.9407 -0.1803
H1 -7.9553 2.5085 -0.2042
H2 -5.7473 3.6293 0.0185
H3 -3.6803 2.2675 0.0659
C7 -3.4695 -0.3679 -0.0974
N1 -2.2922 0.2443 0.0971
N2 -1.3731 -0.7110 0.0629
C8 -0.0279 -0.5695 0.2323
C9 0.7447 -1.7174 0.1598
C10 0.0979 -2.9583 -0.0600
N3 -1.2011 -3.0704 -0.1990
C11 -1.9395 -1.9688 -0.1475
C12 -3.3049 -1.7493 -0.2529
H4 -4.0478 -2.4964 -0.4281
C13 0.8723 -4.2350 -0.2140
C14 2.3337 -4.1114 0.1979
C15 2.9184 -2.8325 -0.3884
C16 2.2410 -1.6334 0.2650
H5 2.5789 -0.7007 -0.1920
H6 2.5360 -1.6072 1.3195
H7 3.9940 -2.7818 -0.2117
H8 2.7517 -2.8133 -1.4673
H9 2.8867 -4.9844 -0.1524
H10 2.4139 -4.0784 1.2866
H11 0.3637 -5.0167 0.3527
H12 0.8111 -4.5219 -1.2682
N4 0.5139 0.6878 0.4146
C17 -0.0626 1.8363 -0.2508
C18 1.1152 2.7292 -0.7089
N5 2.2330 2.5663 0.1968
C19 3.4082 1.9939 -0.1867
N6 4.1454 1.4197 0.7736
C20 5.3089 0.8906 0.4305
C21 5.7653 0.9060 -0.8747
N7 5.0596 1.5034 -1.8321
C22 3.9116 2.0484 -1.5051
H13 3.3905 2.5545 -2.3055
H14 6.7012 0.4583 -1.1732
H15 5.8753 0.4415 1.2357
C23 1.8041 2.3838 1.5654
H16 1.1354 3.2114 1.8141
C24 1.0831 1.0319 1.7068
H17 1.7924 0.2597 2.0008
H18 0.2992 1.1018 2.4768
H19 2.6786 2.4172 2.2130
H20 0.8042 3.7804 -0.7218
H21 1.4177 2.4447 -1.7153
H22 -0.6395 1.5142 -1.1154
H23 -0.7362 2.3867 0.4174
H24 -6.0257 -1.2879 -0.3226

Output
Max |F| in eV/Å: 1.12
E_tot in hartree: -1412.122749
Total charge: 0
SMILES: Fc1cccc(-c2cc3nc4c(c(N5CCN(c6cnccn6)CC5)n3n2)CCCC4)c1
HOMO in eV: -8.03